Entry 1:
DFT (ωB97M-V/def2-TZVPD) results for 3 unconnected molecules or ions with the total composition C2H12N2O2.

Cartesian coordinates (Å):
O -0.47 -2.49 2.13
O -0.73 0.87 2.64
N -0.69 -1.05 -1.26
N 0.21 1.61 -0.61
C 1.17 0.60 -1.03
C 0.48 -0.46 -1.88
H 0.64 2.37 -0.09
H -0.53 -1.21 -0.28
H -1.34 -2.85 2.30
H -1.57 -0.60 -1.45
H 1.21 -1.24 -2.10
H -1.23 1.52 3.14
H 2.03 0.98 -1.58
H 1.54 0.12 -0.12
H -0.18 2.07 -1.43
H -0.22 1.38 2.00
H 0.20 -0.06 -2.85
H -0.53 -1.59 2.48

Properties
Energy above the lowest of the compared OMol25 structures with the same formula, charge and spin   0.543 eV
Gap between HOMO and LUMO   0.342 Ha
LUMO   0.67 eV
HOMO   -8.631 eV
2S+1   1
SMILES   NCCN.O.O


Entry 2:
DFT (ωB97M-V/def2-TZVPD) results for a molecular structure, C8H11NOS4SbSn.

Cartesian coordinates (Å):
Sb 1.50 -4.24 1.32
Sn 0.45 -1.25 1.22
S 2.73 -1.90 1.24
S -0.74 -3.39 1.25
S 2.16 -5.23 3.31
S 1.86 -5.99 -0.10
O 0.17 0.53 2.50
N 0.23 -0.15 -0.82
C -1.33 2.05 1.26
C -1.70 0.97 0.19
C -0.27 1.01 -3.29
C -0.78 0.75 -0.93
C 0.80 0.08 -3.15
C -1.01 1.38 -2.18
C 0.03 1.89 1.89
C 1.03 -0.46 -1.91
H -2.09 2.05 2.05
H 0.80 2.04 1.15
H -1.79 2.16 -2.22
H -1.35 3.08 0.84
H -1.81 -0.02 0.70
H 0.12 2.63 2.71
H 1.84 -1.16 -1.71
H 0.86 0.55 3.21
H -2.64 1.33 -0.27
H 1.45 -0.14 -3.98
H -0.52 1.43 -4.28

Properties
Gap between HOMO and LUMO (alpha / beta)   0.180 / 0.115 Ha
LUMO (alpha / beta)   -5.75 / -6.52 eV
Total charge   +1
HOMO (alpha / beta)   -10.655 / -9.651 eV
2S+1   1


Entry 3:
DFT (ωB97M-V/def2-TZVPD) results for a molecular structure, AsCsF6.

Cartesian coordinates (Å):
Cs -2.52 -2.40 0.03
As 0.39 0.34 0.00
F 0.23 -1.44 -0.28
F -1.17 0.55 -0.85
F -0.61 0.27 1.47
F 1.32 0.49 -1.52
F 0.56 2.11 0.10
F 1.79 0.08 1.05

Properties
Energy above the lowest of the compared OMol25 structures with the same formula, charge and spin   0.460 eV
Gap between HOMO and LUMO   0.403 Ha
LUMO   -1.13 eV
HOMO   -12.088 eV
2S+1   1


Entry 4:
DFT (ωB97M-V/def2-TZVPD) results for C3H8N2S in the gas phase.

Cartesian coordinates (Å):
S -1.65 1.36 2.07
N -1.04 -0.67 0.50
N 0.31 1.29 0.23
C 0.01 -1.53 0.02
C 0.79 0.88 -1.11
C -0.70 0.65 0.86
H -0.17 -1.75 -1.05
H 1.00 -1.20 0.33
H -0.05 -2.43 0.86
H 0.30 2.40 0.22
H 0.12 0.14 -1.50
H -1.77 -1.20 1.07
H 1.69 0.27 -0.77
H 1.15 1.80 -1.73

Properties
Energy above the lowest of the compared OMol25 structures with the same formula, charge and spin   2.179 eV
Gap between HOMO and LUMO   0.315 Ha
LUMO   0.64 eV
HOMO   -7.936 eV
2S+1   1
SMILES   CNC(=S)NC


| no. | strongest force on any atom (eV/Å) |
| --- | --- |
| 1 | 0.99 |
| 2 | 4.20 |
| 3 | 2.24 |
| 4 | 4.27 |